No. 1
29
Properties=species:S:1:pos:R:3 method="wB97M-V/def2-TZVPD" lumo_ev="-0.57 / -4.11" total_energy_ha=-3009.0464 gap_ev="8.987 / 5.061" max_force_ev_per_a=8.02 spin_multiplicity=7
Fe 0.5006 -0.3433 -0.0185
S 0.3617 -2.7609 1.2592
S 3.0917 -0.0923 0.5279
O 3.5809 -1.1515 1.3876
O 1.8739 0.4318 1.0760
O 4.0809 0.9279 0.2144
O -0.0837 -1.3891 1.5390
O 2.3202 -0.6470 -0.5505
O 1.7010 -2.9786 1.7772
O 0.5735 1.3086 -1.2883
O -0.6203 1.4338 1.1760
O -1.4776 -0.5228 -0.6802
O 0.5098 -2.2873 -0.1223
O -0.5838 -3.8223 1.5087
C 1.3963 1.4455 -2.4721
C -1.9535 1.9296 1.0966
C -2.5832 -1.3030 -0.2668
H -2.6957 -1.3685 0.8154
H -0.3053 1.5774 2.0714
H 0.8722 1.7188 -3.3880
H -2.6730 1.3577 1.6826
H -1.9704 2.9622 1.4451
H -3.4822 -0.8707 -0.7062
H 1.9006 0.4977 -2.6608
H 2.1931 2.1805 -2.3591
H 0.1346 2.1531 -1.1630
H -2.3610 1.9599 0.0861
H -1.8453 -0.0092 -1.4031
H -2.4561 -2.3380 -0.5844

---

No. 2
74
Properties=species:S:1:pos:R:3 method="wB97M-V/def2-TZVPD" lumo_ev=-6.74 total_energy_ha=-3223.5389 gap_ev=7.012 max_force_ev_per_a=1.24 total_charge=+2
Ir -1.7747 -0.1528 -0.3975
Te -4.2714 0.4840 0.3698
S -3.6890 -3.0168 -3.3549
S 5.4129 -0.0118 0.9511
P -2.9232 2.1517 -0.6682
O -3.5329 3.4664 -1.1936
O 1.9276 2.3856 -3.9393
O -1.7104 2.4243 0.3333
O 3.8207 1.6826 -3.1574
O 4.2917 -0.1481 1.8636
O 6.1339 -1.1934 0.5600
O -2.1887 1.3613 -1.7722
N 0.2864 0.0658 -0.9722
N -1.4516 -1.2070 1.2395
N -2.3157 -1.6055 -1.6741
N 2.6061 1.7257 -3.1889
N 2.4609 0.0229 -1.3610
N -3.8648 -0.4089 -3.0307
C -3.2557 -1.5222 -2.6200
C 1.4659 -0.4791 -0.6072
C -2.5305 -3.8463 -2.3667
C -0.7348 2.6933 2.5087
C -1.2452 -5.6669 -1.5480
C 4.7386 0.7078 -0.5369
C 7.6224 0.5402 2.4261
C -0.8428 -3.4270 -0.7273
C 6.5345 1.2096 1.5915
C 3.8817 -0.3559 -1.2424
C -2.8013 -1.8494 4.3862
C -5.5911 4.5619 -1.8378
C -0.5465 -4.7794 -0.7338
C -2.2444 -5.2036 -2.3820
C 0.5632 0.9568 -1.9889
C 1.8874 0.9239 -2.2268
C -1.4831 -2.1627 3.6648
C 1.7377 -1.4588 0.4751
C -1.4745 -1.6239 2.3058
C -1.8575 -2.9523 -1.5420
C -4.7232 4.1664 -0.6760
C -1.8814 3.0975 1.6226
H 2.5866 -1.1308 1.0769
H 0.2473 -5.1524 -0.0999
H -4.4831 -0.4754 -3.8231
H -1.3169 -3.2389 3.5845
H -5.2403 3.4977 0.0153
H 3.9013 -1.3053 -0.7141
H 0.8765 -1.5518 1.1229
H -1.8899 4.1678 1.4215
H -2.7783 -5.8768 -3.0390
H 8.2719 -0.0677 1.8019
H -0.6250 -1.7371 4.1887
H 4.2669 -0.5316 -2.2398
H -5.0158 5.1245 -2.5714
H 4.1508 1.5703 -0.2235
H -2.9481 -0.7752 4.4858
H -2.8443 2.8027 2.0454
H -0.9981 -6.7192 -1.5398
H 1.9772 -2.4393 0.0574
H 8.2182 1.3104 2.9118
H -6.3997 5.1972 -1.4762
H -6.0279 3.6888 -2.3213
H -0.1816 1.5451 -2.4866
H -2.7658 -2.2863 5.3813
H -3.3978 0.4748 -2.8804
H 7.1928 -0.0955 3.1991
H -0.7573 1.6193 2.7039
H 5.9156 1.8836 2.1829
H -3.6500 -2.2741 3.8535
H 0.2202 2.9479 2.0502
H -0.8085 3.2183 3.4606
H -4.3477 5.0244 -0.1237
H 6.9464 1.7452 0.7352
H -0.2827 -2.7528 -0.1113
H 5.5500 1.0368 -1.1813

---

No. 3
13
Properties=species:S:1:pos:R:3 method="wB97M-V/def2-TZVPD" lumo_ev=0.72 total_energy_ha=-642.7313 gap_ev=9.541 max_force_ev_per_a=4.11
S 0.7971 1.9460 -1.5507
N -1.2158 0.0160 0.8327
N -1.3338 -0.6742 -0.5327
N 0.8387 0.2710 -1.2661
C -0.0228 -0.4578 1.5414
C -0.3432 -0.4456 -1.3515
H 1.0864 2.2357 -0.3326
H 0.0462 -1.5583 1.9719
H -0.4890 -1.1284 -2.2731
H 1.7081 -0.0691 -1.6523
H -1.9696 -0.2707 1.4106
H 0.0758 0.2372 2.4770
H 0.8218 -0.1016 0.7254

---

No. 4
20
Properties=species:S:1:pos:R:3 method="wB97M-V/def2-TZVPD" lumo_ev=1.04 total_energy_ha=-291.1434 gap_ev=8.709 max_force_ev_per_a=1.41
N -1.5647 -0.7502 1.1738
C 1.5770 0.8779 -0.1761
C -0.4980 1.3644 1.8678
C -0.5298 0.1877 0.9312
C 0.2925 0.1024 -0.1255
C 0.4420 -0.6826 -2.5382
C 0.1626 -1.0754 -1.0834
H -0.8917 2.2949 1.4603
H -1.2437 -1.6953 1.0094
H 1.9259 1.0652 -1.1894
H -0.8330 -1.4823 -0.9713
H -1.1612 1.1792 2.7179
H 0.1315 -1.4507 -3.2299
H 2.3737 0.3615 0.3758
H -0.1672 0.1927 -2.7913
H 0.9371 -1.8016 -0.7917
H 0.4431 1.5109 2.3857
H 1.4968 -0.4376 -2.6292
H -1.8768 -0.6793 2.1326
H 1.5424 1.8709 0.2879

---

No. 5
20
Properties=species:S:1:pos:R:3 method="wB97M-V/def2-TZVPD" lumo_ev=0.99 total_energy_ha=-328.1950 gap_ev=10.444 max_force_ev_per_a=3.48
O 2.9870 -1.3584 -1.1399
N -0.2053 0.8240 1.2135
C -1.6734 1.3316 -0.7841
C -0.4889 -0.4286 2.1764
C 0.8313 0.1021 -1.0543
C -0.5556 0.3735 -0.2715
C 1.5668 -1.2781 -0.7683
H -0.0722 -1.3336 1.6882
H 1.3718 -1.5800 0.4336
H -1.5169 -0.6749 2.1695
H -0.3101 -0.2179 3.2165
H 3.3217 -0.5956 -0.6892
H -2.1983 1.8048 0.0364
H -1.0554 1.3676 1.4418
H -1.3651 2.0873 -1.5224
H -1.0071 -0.5986 -0.2688
H 1.0053 -2.0876 -1.3639
H 0.4146 0.2777 -2.1476
H 1.4039 1.0488 -0.9318
H -2.4541 0.9359 -1.4342

---

No. 6
12
Properties=species:S:1:pos:R:3 method="wB97M-V/def2-TZVPD" lumo_ev=0.47 total_energy_ha=-302.6459 gap_ev=9.997 max_force_ev_per_a=0.63
O 2.6279 0.1097 1.0450
N 0.4341 -0.5094 -1.5529
N -0.2584 0.1394 0.6377
C 0.6422 -0.1786 -0.3324
C 2.1191 -0.1707 -0.0122
C -1.6807 0.1836 0.3712
H -2.0588 -0.7908 0.0335
H -0.5535 -0.5190 -1.7986
H -1.9320 0.9299 -0.3957
H -2.2152 0.4489 1.2855
H 0.0889 0.4145 1.5436
H 2.6781 -0.4660 -0.9194

---

No. 7
79
Properties=species:S:1:pos:R:3 method="wB97M-V/def2-TZVPD" lumo_ev="-11.83 / -12.95" total_energy_ha=-2276.3140 gap_ev="3.941 / 2.835" max_force_ev_per_a=3.85 total_charge=+3
Pb 2.5612 -1.2205 -1.3024
Sb -2.1100 -1.9377 -1.7649
P 2.5696 -1.1836 1.5745
O 5.5019 0.3276 0.6185
O 4.7352 -1.3131 -0.6964
O -0.1145 5.1347 -2.6435
N -1.2605 3.3567 -1.8182
N 2.5277 1.3578 -1.4068
C -4.3112 -1.7180 -1.4095
C 4.3410 -1.5545 1.6759
C -0.1077 4.0426 -2.0842
C 3.5837 3.4890 -1.3580
C 0.6680 -4.7077 2.2999
C 0.8034 -3.5616 4.4222
C -1.2330 3.5633 0.6763
C 1.6918 -2.5135 2.3952
C 1.0004 0.5238 3.1778
C 4.9214 -0.7660 0.4537
C 1.1853 3.3646 -1.7649
C 2.3894 4.1273 -1.6422
C 0.7859 1.6365 4.0113
C 3.3377 1.1486 2.8831
C 3.6191 2.0905 -1.3049
C -2.9656 4.9453 -2.6719
C -1.5662 2.7138 -0.5753
C -2.3469 3.5850 -2.7632
C 3.0892 2.3419 3.5766
C 0.4593 -4.6887 3.6746
C 1.3713 1.9782 -1.6707
C -2.4197 -2.7773 -3.8239
C 1.8564 2.5216 4.2163
C 2.2884 0.2688 2.6126
C -4.4682 -1.1468 0.0071
C -1.4654 -2.1010 -4.7890
C -2.7334 -4.7016 -0.4531
C -1.5280 -3.8151 -0.7063
C 1.4228 -2.4776 3.7710
C 1.2731 -3.6519 1.6643
H 0.0544 -5.5750 4.0941
H 0.6330 -3.5116 5.4928
H 2.3029 5.2111 -1.7219
H -2.4177 -5.4428 0.3042
H 1.7102 3.3776 4.8369
H 4.7656 -1.2390 2.5982
H 0.3597 -5.5670 1.7305
H -5.4495 -0.5933 0.0605
H 1.5047 -3.7729 0.5953
H -2.9634 5.4104 -1.6432
H -0.4093 -2.2743 -4.5267
H -4.6120 -1.0020 -2.1976
H -1.5663 -2.5018 -5.7915
H 4.3069 0.9267 2.4589
H -2.9688 -5.2641 -1.3900
H -1.7541 3.0829 1.5517
H -0.1782 3.6524 0.9227
H 0.1450 -0.2142 3.0905
H 3.8263 3.1291 3.6495
H -1.6610 -1.0214 -4.8401
H 0.5157 1.3263 -1.9406
H -2.4382 5.6580 -3.3336
H -4.4342 -1.9180 0.8132
H 4.5656 -2.5979 1.4941
H 4.5543 1.5813 -1.0564
H -2.6840 2.5486 -0.6189
H -3.5057 -2.6806 -4.0692
H -1.0323 -3.5562 0.2308
H -0.7403 -4.3350 -1.3364
H -4.0720 4.8907 -2.9161
H -0.1331 1.8107 4.5517
H -3.0652 2.7489 -2.5588
H -1.8716 3.4870 -3.7690
H -1.5975 4.6218 0.5421
H -3.5968 -4.1976 -0.0828
H -3.7110 -0.4059 0.2869
H 4.4773 4.0741 -1.1568
H -2.1800 -3.8571 -3.7837
H 1.8340 -1.6995 4.3688
H -4.7666 -2.7207 -1.5265
H -1.0995 1.7287 -0.4750

---

No. 8
24
Properties=species:S:1:pos:R:3 method="wB97M-V/def2-TZVPD" lumo_ev="-11.20 / -14.29" total_energy_ha=-11054.2176 gap_ev="6.696 / 2.761" max_force_ev_per_a=3.15 spin_multiplicity=2 total_charge=+3
Br 3.2365 1.3342 -3.0059
Br -1.3753 0.6890 -1.7540
Br -2.7160 -2.6801 0.2071
Br 1.7527 -2.6070 -1.3415
Na -0.2115 0.6892 5.5379
Na -2.1153 3.6408 4.0373
Na -2.5384 0.0194 3.7736
O -0.7702 1.4689 3.1174
C 0.2982 1.0506 -2.8633
C 1.5122 1.0826 -2.0145
C 0.3312 1.6343 2.2759
C -0.2092 -2.7261 -1.4484
C -0.7166 -2.5721 0.0116
H 0.2304 2.0279 -3.3412
H -0.4601 -3.6697 -1.9329
H 1.5791 0.3811 -1.1829
H -0.6069 -2.0377 -2.1941
H 1.2217 1.1640 2.6930
H -0.5095 -1.5838 0.4220
H 0.5086 2.6881 2.0613
H 1.3577 1.9958 -1.4398
H -0.4927 -3.3778 0.7108
H 0.3717 0.3380 -3.6848
H 0.3218 1.0505 1.3555

---

No. 9
21
Properties=species:S:1:pos:R:3 method="wB97M-V/def2-TZVPD" lumo_ev=0.38 total_energy_ha=-535.0881 gap_ev=11.542 max_force_ev_per_a=2.78
O 2.0545 2.0196 -0.5073
O -2.1606 0.9367 1.2581
O 0.2001 0.1805 -0.0172
O -1.8516 -1.2833 -1.0556
O 2.0684 -1.3870 1.0948
O -4.0378 0.2406 -0.4044
O 3.9704 -0.1505 -0.4917
H 2.0181 2.3585 0.4091
H 2.0536 -2.3861 1.2085
H -2.8465 0.3145 1.4329
H -0.4537 0.6397 0.4937
H -3.1861 -0.2134 -0.7987
H 3.3929 0.6829 -0.5008
H 3.8671 -0.4360 -1.4116
H -1.0522 -0.6992 -1.0742
H 0.7802 -0.3585 0.6233
H -4.6874 -0.3496 -0.8064
H 1.3606 1.2929 -0.5572
H -2.6029 1.6100 0.7457
H 2.8493 -1.2170 0.5299
H -1.7365 -1.7954 -0.1710

---

No. 10
46
Properties=species:S:1:pos:R:3 method="wB97M-V/def2-TZVPD" lumo_ev=0.72 total_energy_ha=-1469.6565 gap_ev=8.565 max_force_ev_per_a=1.35
S 1.7374 -1.8443 -0.4526
O -1.1831 1.8224 -0.4954
O 3.0477 -2.4097 -0.8200
O 3.0464 1.3555 1.0629
O -7.0987 -0.1405 0.8544
N -0.8997 -0.3237 -0.9414
N 4.3556 -0.4086 0.5080
C 2.0726 -0.8358 1.0706
C -5.7917 -0.0422 0.4980
C 5.5559 0.3523 0.2499
C -5.2407 1.2414 0.5593
C -4.9923 -1.1076 0.0888
C -3.1228 0.3889 -0.1902
C -3.9256 1.4557 0.2205
C -1.7400 0.5923 -0.5494
C 8.0185 0.5603 0.7327
C -3.6720 -0.8897 -0.2508
C 0.2813 0.3314 -1.1638
C -7.7190 -1.4034 0.8140
C 3.1991 0.1609 0.8799
C 1.0230 2.8242 -0.9043
C 0.1069 1.6597 -0.8803
C 1.4856 -0.4018 -1.5975
C 6.7494 -0.2387 0.9982
H -8.7457 -1.2368 1.1359
H 2.3739 0.2253 -1.5925
H 5.7649 0.3636 -0.8268
H 8.8589 0.1286 1.2701
H -3.5061 2.4487 0.2700
H 1.4740 2.9385 -1.8887
H -5.3894 -2.1087 0.0316
H 2.3308 -1.5585 1.8441
H 1.1487 -0.3257 1.3317
H 6.8919 -1.2740 0.6804
H -7.7204 -1.8180 -0.1990
H -5.8745 2.0536 0.8784
H 1.3505 -0.8527 -2.5812
H 0.4690 3.7247 -0.6560
H 4.3260 -1.3688 0.1760
H 7.8947 1.5908 1.0576
H -3.0442 -1.7065 -0.5695
H 6.5319 -0.2421 2.0679
H 8.2539 0.5614 -0.3293
H 1.8189 2.6802 -0.1725
H 5.3656 1.3765 0.5802
H -7.2365 -2.1101 1.4965

---

No. 11
68
Properties=species:S:1:pos:R:3 method="wB97M-V/def2-TZVPD" lumo_ev="-7.09 / -10.02" total_energy_ha=-1696.0196 gap_ev="6.918 / 4.395" max_force_ev_per_a=2.33 spin_multiplicity=5 total_charge=+2
Pd 1.3600 -0.0218 0.0151
O 3.2604 0.2594 -0.6961
O 5.0030 1.6399 -0.0283
N 1.6874 2.3824 -0.5223
N -0.9117 -0.2209 0.0018
N 1.8819 -2.1361 0.5825
N 0.8958 0.2774 2.0286
C 2.3918 -4.9180 0.7528
C 3.8764 1.3834 -0.4573
C 1.1483 -4.3624 1.1305
C 3.4197 3.9433 -0.4630
C 2.7031 -6.3965 0.7913
C 0.2670 5.8766 -0.4842
C -1.4958 4.2030 -0.5746
C -1.1322 5.5441 -0.5487
C 0.9349 -3.0135 1.0336
C -3.1529 0.3877 -0.9225
C -0.3674 -0.1501 2.3186
C -0.5464 3.1452 -0.5244
C -1.3727 -0.6696 -2.3177
C -0.5446 -0.3019 3.7339
C 3.3708 -3.9937 0.4096
C -4.0087 0.2356 -2.0263
C -0.0928 -1.4179 -2.4789
C 3.1143 -2.6283 0.2859
C -0.2947 -2.8741 -2.0385
C 1.2029 4.7921 -0.5073
C 2.5781 5.0713 -0.5553
C 0.6594 0.0717 4.2495
C -1.2854 -0.3607 1.2394
C -2.2393 -0.5868 -3.3817
C -3.6622 1.1980 0.2732
C -3.5904 -0.2818 -3.2221
C 1.5572 0.4055 3.1637
C -1.8261 -0.1843 -1.0451
C -4.7031 0.5630 1.2064
C 0.8162 3.4241 -0.5148
C 2.9759 2.5886 -0.5168
H -2.2960 -0.6668 1.4742
H 3.8200 -1.9147 -0.1045
H 2.3800 -6.7841 1.7572
H -5.0627 0.5376 -1.8844
H 0.9054 0.1381 5.3056
H 0.7374 -0.9566 -1.9100
H -1.8996 -0.9848 -4.2982
H 2.6311 0.6202 3.2100
H -4.3081 -0.3568 -4.0397
H -1.4965 -0.4962 4.2381
H 0.3439 -4.9805 1.5334
H 0.0283 -2.5459 1.3436
H 0.6491 -3.4359 -1.9778
H -2.5423 3.9399 -0.4563
H -0.9810 -3.4020 -2.7229
H -5.0304 1.3098 1.9166
H 3.7605 -6.5629 0.6289
H -5.6001 0.1501 0.7211
H -4.1651 2.0423 -0.1984
H 4.4751 4.0754 -0.2690
H -0.7781 -2.9599 -1.0714
H 0.6563 6.8813 -0.4498
H -1.8569 6.3429 -0.5189
H 2.9657 6.0724 -0.5266
H 2.1472 -6.8622 -0.0255
H -1.0361 2.1705 -0.5013
H 0.3110 -1.2830 -3.4541
H -4.2351 -0.2368 1.8386
H 4.4100 -4.2443 0.1558
H -2.8107 1.5188 0.8952